1.
{"formula": "C18H26MnN3S2", "method": "ωB97M-V with the def2-TZVPD basis set", "spin_multiplicity": 5, "max_force_ev_per_a": 0.96, "total_energy_ev": -76549.977, "homo_lumo_gap_ev": [6.30, 6.89], "elements": ["H", "H", "Mn", "C", "N", "H", "H", "C", "H", "C", "H", "C", "N", "C", "H", "C", "C", "H", "C", "H", "H", "S", "H", "C", "H", "H", "C", "N", "C", "H", "H", "C", "C", "H", "H", "H", "S", "H", "H", "H", "H", "C", "H", "H", "C", "C", "C", "H", "C", "H"], "positions_angstrom": [[2.412938, -3.331151, -2.071769], [2.432423, -0.920725, 1.411831], [0.278209, 0.293407, -0.568950], [-1.002581, -1.859781, 2.937277], [-0.522622, -1.711125, -1.537658], [1.809931, 1.523476, -2.614098], [-4.337199, -1.684135, 3.578544], [-2.144881, -0.420387, 1.345968], [3.073113, -0.584787, -3.227623], [3.310002, -0.625834, -2.158705], [2.484241, -1.533763, -0.536263], [-2.252373, -2.106753, 3.542690], [2.202139, -1.284227, -1.482884], [1.712446, -2.482490, -2.145477], [4.193681, 1.340167, -2.226621], [0.190775, -2.420274, 3.430731], [1.389865, -2.080082, 2.872446], [-0.058808, -3.722101, -2.085635], [-2.479443, 3.827800, -1.859397], [4.262379, -1.163259, -2.041037], [0.513025, -3.174674, -0.488170], [-1.133180, 1.460961, -2.033528], [1.565288, -2.255916, -3.208654], [-3.334755, -0.642831, 1.981543], [-4.239524, -0.158269, 1.641865], [0.145842, -3.107319, 4.264412], [1.450258, -1.205139, 1.776913], [2.138894, 1.436690, -1.651694], [-0.943107, 3.204698, 0.033063], [-0.716775, -1.435769, -2.500576], [-2.739029, 3.410532, -2.830276], [-3.391250, -1.505092, 3.086637], [3.448264, 0.800953, -1.624514], [3.787053, 0.788609, -0.585632], [2.180572, 2.370805, -1.250135], [-2.101231, 0.233973, 0.474226], [0.207957, 2.151383, 0.826433], [2.308166, -2.487690, 3.268357], [-1.924161, 5.103299, 0.295313], [-2.055946, 4.821032, -2.009595], [-1.410461, -1.948543, -1.099054], [-1.500842, 2.921557, -1.164932], [-3.392473, 3.928719, -1.271491], [-2.282779, -2.771841, 4.396244], [-0.937356, -0.999474, 1.807161], [0.313988, -0.691935, 1.184899], [-1.248891, 4.440276, 0.825384], [-1.702015, 4.156168, 1.773675], [0.366607, -2.873124, -1.528950], [-0.326370, 4.973985, 1.047707]], "forces_ev_per_a": [[-0.14, 0.13, -0.11], [0.08, -0.02, -0.04], [0.33, 0.11, -0.47], [-0.01, 0.27, -0.39], [-0.09, 0.39, -0.07], [-0.06, 0.13, 0.23], [-0.04, -0.03, 0.04], [-0.09, 0.16, -0.28], [0.04, -0.02, 0.06], [0.07, 0.31, 0.14], [-0.08, 0.05, -0.11], [-0.18, -0.06, 0.13], [0.10, -0.15, 0.25], [-0.34, -0.20, 0.15], [0.01, -0.13, 0.17], [0.35, -0.10, 0.05], [-0.08, -0.25, 0.34], [0.12, 0.13, 0.17], [-0.02, 0.08, 0.06], [-0.09, 0.04, -0.11], [-0.04, -0.01, -0.05], [0.02, -0.68, -0.39], [0.08, 0.00, 0.10], [0.04, 0.06, -0.25], [-0.01, 0.03, -0.10], [0.01, -0.03, 0.10], [-0.30, 0.37, -0.52], [0.00, 0.07, -0.23], [-0.39, -0.04, -0.87], [-0.17, -0.02, 0.18], [-0.05, 0.08, 0.01], [0.09, -0.18, 0.25], [0.13, -0.14, -0.20], [0.08, -0.03, -0.02], [-0.23, -0.17, -0.02], [-0.13, -0.01, 0.22], [0.14, -0.35, 0.13], [0.10, -0.05, 0.10], [-0.08, 0.11, -0.04], [-0.06, 0.09, -0.05], [0.09, 0.21, -0.07], [0.39, 0.40, 0.77], [-0.10, 0.07, -0.05], [-0.04, -0.03, 0.06], [-0.06, -0.08, 0.03], [0.33, -0.42, 0.60], [0.01, -0.18, -0.01], [-0.07, 0.08, 0.15], [0.29, -0.15, -0.10], [0.04, 0.14, 0.07]]}

***

2.
{"formula": "C39H37O2P2PtSSi", "method": "ωB97M-V with the def2-TZVPD basis set", "charge": 3, "spin_multiplicity": 5, "max_force_ev_per_a": 0.83, "total_energy_ev": -85648.521, "homo_lumo_gap_ev": [8.02, 5.19], "relative_energy_kcal_mol": 0.0, "elements": ["C", "C", "H", "H", "H", "H", "C", "H", "C", "C", "H", "H", "H", "C", "P", "H", "H", "C", "H", "H", "H", "O", "H", "C", "H", "C", "C", "H", "C", "C", "C", "H", "H", "C", "C", "Si", "H", "H", "C", "C", "C", "H", "H", "C", "C", "H", "H", "H", "H", "H", "H", "Pt", "C", "H", "H", "O", "C", "C", "C", "C", "C", "S", "C", "H", "C", "C", "C", "H", "C", "C", "H", "P", "C", "C", "H", "C", "C", "C", "C", "H", "H", "C", "H"], "positions_angstrom": [[-1.343379, -2.131342, -3.135568], [-1.704899, 2.260217, 2.212386], [2.924074, -3.753750, -0.658509], [1.247849, 2.630494, 2.362539], [-3.688438, 0.925886, 3.486956], [-3.885710, -3.584122, -0.704319], [-1.348386, -3.514660, -1.141217], [1.700643, -3.904738, 1.836798], [-3.672744, 0.297899, -2.916738], [-3.102392, 2.516989, -3.667844], [-3.229614, 3.325186, -4.376265], [-1.584248, 3.544591, -2.534351], [2.331013, -2.657998, 3.053182], [-4.786290, -0.492360, 0.433721], [-2.433012, -1.012385, -0.830489], [-0.001164, -0.379636, 5.203316], [3.472361, -2.180842, -1.349581], [-1.845291, 2.661004, 0.879893], [-2.590977, 4.164958, -0.474433], [4.530498, -0.779565, 1.923145], [4.473761, -3.029627, -0.096547], [0.178605, 2.690310, -0.815619], [3.556973, 1.891261, 5.884064], [1.811834, 0.668368, 5.661971], [-1.569562, -1.202632, -3.642020], [0.506130, 1.082577, 3.690086], [-2.207148, 3.077900, 3.223473], [-3.257988, 4.885741, 3.687280], [3.593245, -0.387835, 1.520098], [-2.054567, 1.604336, -1.728938], [-4.230120, -1.060583, 4.062479], [-4.239920, -0.616402, -3.047718], [-0.527190, -5.479951, -1.370178], [-3.350474, -0.095339, 3.605173], [-6.060075, -0.792421, 0.878162], [2.608177, -1.723491, 0.799275], [-0.491808, -3.027105, -4.882542], [-2.079943, 2.799847, 4.263612], [-2.489197, -2.731468, 3.948567], [-2.021673, -0.439303, 3.326777], [-1.602532, -1.775468, 3.498206], [0.023105, -5.160187, -3.758408], [-2.161599, -3.751606, 4.101164], [-2.499180, 3.843308, 0.553529], [2.702762, 1.657698, 5.261544], [3.838910, 0.355442, 0.753403], [-4.506292, -3.123351, 4.574847], [-4.421752, 0.529099, 0.494574], [-6.143432, -4.101187, 0.118064], [-6.689126, -0.014421, 1.292118], [3.056111, 0.128727, 2.321225], [-0.632020, -0.462009, 0.606900], [-0.748204, -4.536548, -1.853027], [-0.571367, -2.048178, 3.297195], [-5.249566, -0.790010, 4.304320], [1.100581, -1.387017, 0.362534], [-3.021158, 4.628528, 1.569757], [2.518069, -3.269726, 2.166339], [-2.869228, 4.253238, 2.899952], [-4.476988, -2.807391, -0.239561], [-2.192566, 2.653517, -2.629006], [-0.924438, 1.827789, -0.394286], [-0.732695, -3.159048, -3.836012], [-3.531072, 5.550837, 1.323366], [-5.753222, -3.096848, 0.218051], [-3.807514, -2.374416, 4.223925], [-0.442177, -4.357739, -3.200166], [3.497216, -3.737732, 2.133541], [0.708969, 0.370310, 4.876822], [-3.850271, 1.353093, -3.801258], [-7.541749, -2.327052, 1.110852], [-0.865840, 0.737993, 2.633310], [-3.994262, -1.498680, -0.136917], [-2.744547, 0.406132, -1.882736], [-4.559120, 1.256923, -4.613317], [-1.671120, -2.311437, -1.787470], [3.467763, -2.832512, -0.466156], [1.407633, 2.074467, 3.281394], [2.501781, 2.362236, 4.077236], [-1.584312, -3.656293, -0.091206], [1.965540, 0.145593, 6.596679], [-6.539998, -2.094983, 0.772123], [3.195008, 3.139214, 3.783217]], "forces_ev_per_a": [[-0.01, 0.03, 0.07], [0.07, 0.18, -0.15], [0.04, 0.03, -0.08], [-0.01, -0.02, 0.01], [-0.03, -0.03, -0.03], [-0.01, 0.01, 0.00], [-0.02, -0.01, -0.01], [0.04, 0.06, 0.01], [-0.01, 0.00, -0.03], [-0.02, 0.03, -0.04], [0.02, -0.02, 0.00], [-0.01, -0.02, 0.02], [-0.02, 0.02, -0.09], [-0.05, 0.03, 0.00], [0.18, -0.41, -0.22], [0.01, 0.02, -0.02], [0.06, -0.09, 0.00], [-0.14, 0.20, 0.06], [0.01, 0.00, -0.01], [0.00, 0.06, 0.00], [0.01, -0.01, -0.14], [-0.25, -0.20, 0.13], [-0.01, 0.00, -0.01], [-0.01, 0.02, -0.02], [0.00, 0.00, 0.00], [0.21, -0.05, 0.08], [-0.03, 0.02, 0.00], [0.00, -0.02, -0.01], [0.21, 0.34, 0.27], [0.00, 0.20, -0.22], [-0.05, -0.18, 0.04], [0.01, 0.00, 0.02], [-0.01, 0.03, 0.01], [0.27, 0.07, -0.01], [0.03, 0.00, 0.01], [-0.45, 0.12, -0.59], [-0.01, 0.00, 0.02], [0.01, 0.00, -0.02], [-0.08, 0.00, 0.04], [-0.36, -0.16, 0.22], [0.06, 0.31, -0.03], [-0.01, 0.01, 0.02], [0.00, 0.02, -0.02], [-0.01, -0.06, 0.06], [0.04, 0.01, 0.02], [-0.01, -0.05, 0.02], [0.03, 0.02, 0.01], [0.01, -0.03, 0.00], [0.01, 0.02, 0.01], [0.03, -0.02, -0.01], [0.05, -0.04, -0.03], [-0.55, 0.59, 0.19], [0.00, 0.01, -0.02], [0.00, -0.02, -0.04], [0.01, 0.01, -0.03], [0.67, -0.34, -0.10], [-0.03, 0.04, 0.05], [-0.03, -0.25, 0.17], [0.01, 0.02, -0.04], [-0.05, 0.00, 0.05], [-0.04, -0.07, -0.04], [0.77, -0.22, 0.04], [0.01, 0.01, 0.00], [0.01, -0.02, 0.00], [0.06, 0.00, -0.03], [-0.05, 0.04, 0.00], [0.02, -0.05, 0.00], [-0.03, 0.03, 0.04], [0.02, 0.03, 0.01], [0.01, 0.00, 0.01], [0.02, 0.01, -0.01], [-0.34, -0.40, 0.13], [-0.08, 0.00, 0.09], [-0.10, 0.16, 0.05], [0.00, 0.01, 0.03], [0.02, -0.11, -0.14], [-0.09, 0.01, 0.15], [0.03, 0.05, 0.07], [-0.01, 0.00, 0.01], [0.01, 0.01, -0.01], [0.00, 0.00, -0.02], [-0.04, 0.01, 0.02], [-0.01, -0.01, 0.00]]}